Run a
{"formula": "C7H12", "method": "ωB97M-V/def2-TZVPD", "e_lumo_ev": 1.21, "multiplicity": 1, "charge": 0, "smiles": "CC[C@H]1C[C@H]2C[C@@H]12", "orbital_gap_ha": 0.380, "symbols": ["C", "C", "C", "C", "C", "C", "C", "H", "H", "H", "H", "H", "H", "H", "H", "H", "H", "H", "H"], "xyz": [[-1.48, 1.83, 0.70], [-0.38, 1.34, -0.23], [0.44, 0.24, 0.40], [-0.29, -1.06, 0.68], [1.00, -1.82, -0.03], [0.92, -1.42, -1.46], [1.50, -0.46, -0.42], [-2.05, 2.64, 0.23], [-1.05, 2.22, 1.63], [-2.18, 1.03, 0.96], [-0.82, 0.95, -1.16], [0.30, 2.16, -0.51], [0.91, 0.58, 1.33], [-1.21, -1.29, 0.12], [-0.50, -1.26, 1.75], [0.76, -2.50, 0.74], [1.64, -1.76, -2.21], [-0.08, -1.27, -1.86], [2.51, -0.08, -0.56]]}



Run b
{"formula": "C7H12", "method": "ωB97M-V/def2-TZVPD", "e_lumo_ev": 0.74, "multiplicity": 1, "charge": 0, "orbital_gap_ha": 0.320, "symbols": ["C", "C", "C", "C", "C", "C", "C", "H", "H", "H", "H", "H", "H", "H", "H", "H", "H", "H", "H"], "xyz": [[-2.93, 0.38, 0.21], [-2.27, -0.59, -0.69], [0.07, -0.11, -0.90], [1.28, -0.01, -0.02], [2.66, -0.53, -0.08], [2.39, 0.95, 0.14], [0.04, -0.35, 0.67], [-3.98, 0.08, 0.02], [-2.85, 1.42, -0.13], [-2.77, 0.34, 1.29], [-2.16, -1.54, -0.13], [0.04, -0.95, -1.57], [-0.28, 0.83, -1.31], [3.06, -0.83, -1.04], [3.04, -1.11, 0.77], [2.61, 1.63, -0.68], [2.58, 1.36, 1.14], [-0.44, 0.41, 1.29], [-0.10, -1.37, 1.02]]}



Run c
{"formula": "C7H12", "method": "ωB97M-V/def2-TZVPD", "e_lumo_ev": 1.22, "multiplicity": 1, "charge": 0, "smiles": "C[C@@H]1C=C[C@H](C)C1", "orbital_gap_ha": 0.380, "symbols": ["C", "C", "C", "C", "C", "C", "C", "H", "H", "H", "H", "H", "H", "H", "H", "H", "H", "H", "H"], "xyz": [[2.06, 0.49, 1.08], [0.58, 0.11, 1.22], [0.30, -1.32, 0.83], [-0.66, -1.43, -0.08], [-1.25, -0.10, -0.47], [-1.28, 0.14, -1.98], [-0.35, 0.92, 0.27], [2.40, 0.30, 0.05], [2.20, 1.56, 1.27], [2.69, -0.07, 1.78], [0.28, 0.27, 2.26], [0.86, -2.15, 1.27], [-1.03, -2.37, -0.48], [-2.29, -0.04, -0.10], [-0.26, 0.06, -2.39], [-1.66, 1.14, -2.21], [-1.91, -0.59, -2.51], [-0.94, 1.66, 0.81], [0.26, 1.46, -0.47]]}



Run d
{"formula": "C7H12", "method": "ωB97M-V/def2-TZVPD", "e_lumo_ev": 0.99, "multiplicity": 1, "charge": 0, "smiles": "C=C(C)C(=C)CC", "orbital_gap_ha": 0.355, "symbols": ["C", "C", "C", "C", "C", "C", "C", "H", "H", "H", "H", "H", "H", "H", "H", "H", "H", "H", "H"], "xyz": [[0.36, 1.33, 1.64], [0.15, 1.24, 0.33], [0.59, 2.39, -0.55], [-0.22, -0.05, -0.33], [-0.97, -0.13, -1.43], [0.46, -1.31, 0.26], [-0.46, -2.52, 0.23], [-0.06, 0.52, 2.23], [0.77, 2.20, 2.12], [1.65, 2.28, -0.81], [0.07, 2.27, -1.50], [0.49, 3.39, -0.14], [-1.03, -1.09, -1.93], [-1.64, 0.67, -1.71], [0.75, -1.09, 1.27], [1.30, -1.52, -0.41], [-1.25, -2.41, -0.52], [-1.07, -2.74, 1.11], [0.11, -3.43, 0.10]]}



So which one wins? Going from most stable to least: run c, run d, run a, run b.



Run a
{"formula": "C7H12", "method": "ωB97M-V/def2-TZVPD", "e_lumo_ev": 1.22, "multiplicity": 1, "charge": 0, "smiles": "C[C@@H]1C=C[C@H](C)C1", "orbital_gap_ha": 0.380, "symbols": ["C", "C", "C", "C", "C", "C", "C", "H", "H", "H", "H", "H", "H", "H", "H", "H", "H", "H", "H"], "xyz": [[0.13, -1.66, -1.68], [-0.02, -1.33, -0.20], [-1.38, -0.76, 0.14], [-1.30, 0.39, 0.80], [0.12, 0.83, 1.05], [0.40, 2.26, 0.58], [0.95, -0.23, 0.30], [-0.07, -0.77, -2.29], [1.14, -2.01, -1.91], [-0.57, -2.44, -1.99], [0.13, -2.26, 0.37], [-2.30, -1.26, -0.15], [-2.16, 0.98, 1.14], [0.33, 0.79, 2.13], [0.17, 2.36, -0.49], [1.45, 2.53, 0.73], [-0.22, 2.99, 1.11], [1.75, -0.65, 0.93], [1.45, 0.23, -0.56]]}



Run b
{"formula": "C7H12", "method": "ωB97M-V/def2-TZVPD", "e_lumo_ev": 1.12, "multiplicity": 1, "charge": 0, "smiles": "CC1=C[C@@H](C)C=C1.[H][H]", "orbital_gap_ha": 0.344, "symbols": ["C", "C", "C", "C", "C", "C", "C", "H", "H", "H", "H", "H", "H", "H", "H", "H", "H", "H", "H"], "xyz": [[-2.46, 0.36, 0.12], [-0.99, 0.43, -0.08], [-0.03, 0.33, 0.85], [1.32, 0.52, 0.22], [2.30, -0.65, 0.43], [0.96, 0.72, -1.23], [-0.37, 0.66, -1.39], [-2.79, -0.27, 0.95], [-3.02, 0.11, -0.78], [-2.64, 1.40, 0.38], [-0.17, 0.14, 1.91], [1.76, 1.44, 0.62], [1.88, -1.57, 0.01], [2.50, -0.81, 1.49], [3.26, -0.45, -0.07], [1.70, 0.90, -2.01], [-0.92, 0.70, -2.33], [-1.47, -2.16, 0.33], [-0.80, -1.97, 0.59]]}



Run c
{"formula": "C7H12", "method": "ωB97M-V/def2-TZVPD", "e_lumo_ev": 0.99, "multiplicity": 1, "charge": 0, "smiles": "C/C=C1/CC1(C)C", "orbital_gap_ha": 0.364, "symbols": ["C", "C", "C", "C", "C", "C", "C", "H", "H", "H", "H", "H", "H", "H", "H", "H", "H", "H", "H"], "xyz": [[2.21, -1.21, 0.12], [1.35, -0.60, 1.23], [0.18, -0.05, 1.07], [-0.95, 0.81, 1.45], [-0.80, 0.41, 0.02], [-0.29, 1.52, -0.90], [-1.62, -0.60, -0.72], [2.25, -0.54, -0.70], [1.72, -2.28, -0.02], [3.26, -1.41, 0.26], [1.72, -0.81, 2.31], [-1.87, 0.39, 1.97], [-0.82, 1.93, 1.73], [-1.23, 1.94, -1.17], [0.40, 1.43, -1.83], [0.16, 2.38, -0.23], [-2.52, -0.30, -1.22], [-1.79, -1.59, -0.26], [-0.90, -0.92, -1.52]]}



Run d
{"formula": "C7H12", "method": "ωB97M-V/def2-TZVPD", "e_lumo_ev": 0.21, "multiplicity": 1, "charge": 0, "orbital_gap_ha": 0.316, "symbols": ["C", "C", "C", "C", "C", "C", "C", "H", "H", "H", "H", "H", "H", "H", "H", "H", "H", "H", "H"], "xyz": [[0.60, 1.95, 0.77], [-0.76, 1.29, 0.67], [-1.15, 0.42, -0.49], [0.00, -0.09, -1.34], [1.02, -0.79, -0.49], [0.31, -1.03, 0.81], [-0.95, -0.18, 0.89], [0.63, 2.89, 0.20], [0.85, 2.18, 1.81], [1.41, 1.32, 0.38], [-1.57, 1.91, 1.06], [-2.14, 0.53, -0.92], [-0.33, -0.89, -2.03], [0.47, 0.66, -1.99], [1.01, -3.62, -1.73], [1.32, -2.98, -1.50], [0.99, -0.94, 1.66], [0.07, -2.11, 0.76], [-1.80, -0.52, 1.48]]}



So which one wins? Going from most stable to least: run a, run b, run c, run d.



Run a
{"formula": "C7H12", "method": "ωB97M-V/def2-TZVPD", "e_lumo_ev": 1.08, "multiplicity": 1, "charge": 0, "smiles": "C=C(C)C/C=C/C", "orbital_gap_ha": 0.343, "symbols": ["C", "C", "C", "C", "C", "C", "C", "H", "H", "H", "H", "H", "H", "H", "H", "H", "H", "H", "H"], "xyz": [[-0.28, 2.20, -0.83], [-0.87, 1.11, -0.30], [-2.00, 0.24, -0.96], [-0.50, 0.73, 1.14], [0.64, -0.34, 1.36], [0.84, -1.28, 0.40], [2.14, -1.87, -0.03], [-0.35, 2.24, -1.94], [0.21, 3.04, -0.35], [-1.96, -0.72, -0.41], [-2.90, 0.82, -1.01], [-1.70, 0.18, -2.03], [-1.29, 0.17, 1.71], [-0.18, 1.68, 1.58], [1.07, -0.25, 2.36], [-0.12, -1.57, -0.18], [3.12, -1.47, 0.32], [2.08, -2.00, -1.10], [2.07, -2.94, 0.28]]}



Run b
{"formula": "C7H12", "method": "ωB97M-V/def2-TZVPD", "e_lumo_ev": 1.13, "multiplicity": 1, "charge": 0, "smiles": "C/C=C1/C=CCC1.[H][H]", "orbital_gap_ha": 0.339, "symbols": ["C", "C", "C", "C", "C", "C", "C", "H", "H", "H", "H", "H", "H", "H", "H", "H", "H", "H", "H"], "xyz": [[-2.34, -0.91, 1.12], [-1.65, -0.53, -0.15], [-0.38, -0.11, -0.24], [0.15, 0.67, -1.37], [1.17, 1.42, -0.96], [1.53, 1.16, 0.49], [0.70, -0.10, 0.82], [-3.28, -0.35, 1.19], [-2.60, -1.98, 1.20], [-1.74, -0.64, 1.99], [-2.26, -0.48, -1.04], [-0.33, 0.71, -2.34], [1.66, 2.19, -1.56], [2.60, 1.01, 0.64], [1.22, 2.00, 1.12], [0.32, -0.12, 1.85], [1.32, -0.99, 0.69], [2.02, -1.11, -1.77], [1.88, -1.84, -1.68]]}



So which one wins? Going from most stable to least: run b, run a.